(1)
DFT (ωB97M-V/def2-TZVPD) results for one molecule with the formula C19H27NO4.

Computed properties:
net charge	0
HOMO	-7.7	eV
2S+1	1
LUMO	0.01126	hartree
SMILES	COc1cc(/C=C/C(=O)N2CCCCCCC2)cc(OC)c1OC

```
51
C19H27NO4, DFT ωB97M-V/def2-TZVPD
C 2.6688 -5.4069 1.0886
H 3.2696 -6.2518 1.4213
O 3.4858 -4.2751 1.2553
C 2.9805 -3.0580 0.9104
C 1.7147 -2.8453 0.4008
C 1.2910 -1.5589 0.0598
C 2.1628 -0.4925 0.2662
C 3.4324 -0.6808 0.7930
C 3.8675 -1.9769 1.1115
O 5.0675 -2.3455 1.6338
C 6.1654 -1.4633 1.6436
H 7.0106 -2.0700 1.9690
H 6.0191 -0.6375 2.3429
H 6.3696 -1.0605 0.6488
O 4.2987 0.3613 1.0319
C 3.9021 1.6631 0.6844
H 4.7477 2.3001 0.9412
H 3.0239 1.9853 1.2537
H 3.6970 1.7524 -0.3876
H 1.8306 0.5022 0.0253
C -0.0368 -1.3889 -0.4867
C -0.5820 -0.2698 -0.9833
C -1.9641 -0.3112 -1.4981
O -2.5641 -1.3723 -1.6139
N -2.5491 0.8720 -1.8476
C -1.9288 2.1651 -1.6853
H -2.5095 2.8828 -2.2693
C -1.8331 2.6534 -0.2272
C -3.0798 3.3809 0.2837
H -3.5033 3.9721 -0.5310
H -2.7722 4.0930 1.0540
C -4.1616 2.4934 0.9086
H -3.8034 2.1365 1.8774
H -5.0320 3.1272 1.0990
C -4.6033 1.2731 0.0958
C -4.8950 1.5734 -1.3804
H -5.9034 1.2531 -1.6449
C -3.9198 0.8425 -2.3132
H -3.9701 1.2750 -3.3198
H -4.1912 -0.2137 -2.3725
H -4.8480 2.6477 -1.5582
H -3.8351 0.5019 0.1566
H -5.4938 0.8633 0.5756
H -1.6076 1.8088 0.4254
H -0.9912 3.3483 -0.1732
H -0.9259 2.1405 -2.1249
H -0.0311 0.6533 -1.0247
H -0.6603 -2.2750 -0.5004
H 1.0383 -3.6694 0.2442
H 2.3892 -5.5533 0.0399
H 1.7627 -5.3452 1.7004
```

***

(2)
DFT (ωB97M-V/def2-TZVPD) results for C19H28AuNO5 as an isolated structure in a non-equilibrium geometry.

Computed properties:
net charge	0
⟨S²⟩	2.0317
HOMO (alpha / beta)	-7.4 / -7.4	eV
2S+1	3
LUMO (alpha / beta)	-0.04291 / -0.13491	hartree

```
54
C19H28AuNO5, DFT ωB97M-V/def2-TZVPD
O -0.1491 -0.5912 -6.4259
C -0.0669 0.8027 -6.9537
C 0.1311 0.4134 -8.4004
H 0.7901 1.3483 -6.5364
H -1.0069 1.3591 -6.8028
C 0.0702 -1.0107 -7.8134
H 1.0953 0.7113 -8.8133
H -0.7245 0.7073 -9.0053
C 1.3866 -1.7375 -7.9911
H 2.2312 -1.1143 -7.6775
H 1.5313 -1.9993 -9.0470
H 1.3724 -2.6646 -7.4125
C -1.0910 -1.8096 -8.3630
H -2.0428 -1.2827 -8.2558
H -1.1380 -2.7805 -7.8643
H -0.9331 -1.9946 -9.4313
Au -0.8387 -1.1436 -2.2978
C -2.1225 -0.5836 0.4931
C -1.6196 0.7353 0.4130
C -1.8661 1.2498 -0.8785
H -1.1817 1.2765 1.2433
C -2.4670 0.1944 -1.6882
C -2.6977 -0.9398 -0.7519
H -3.3758 -1.7796 -0.9340
H -2.0584 -1.1838 1.3993
H -1.6502 2.2620 -1.2044
H -3.0080 0.3401 -2.6192
C 0.5985 -1.9968 0.6349
C 0.2751 -2.7198 -0.5155
C 1.0103 -2.1402 -1.6717
H -0.3792 -3.5915 -0.5505
C 1.9240 -1.1563 -1.0520
C 1.6507 -1.0740 0.3176
H 2.1557 -0.4761 1.0668
H 0.1721 -2.1022 1.6363
H 1.2564 -2.7273 -2.5678
H 2.7092 -0.6034 -1.5754
O 2.0902 2.0648 -4.7936
C 1.2275 1.0080 -4.2366
C -0.1854 1.6125 -4.0734
H 1.5788 0.6910 -3.2383
H 1.2214 0.1260 -4.8916
C 0.0856 3.1266 -3.9151
H -0.7217 1.1419 -3.2367
H -0.8180 1.4579 -4.9504
C 1.6237 3.2625 -4.1100
H -0.2455 3.5021 -2.9362
H -0.4409 3.6836 -4.7057
H 2.0817 3.2653 -3.0955
H 1.9006 4.2002 -4.6331
O -0.6390 -0.7656 3.6250
N 0.1419 0.2097 3.8706
O 0.4417 0.5124 5.0458
O 0.6041 0.8627 2.8808
```

***

(3)
DFT (ωB97M-V/def2-TZVPD) results for C19H28BCeF4O2 as an isolated structure in a non-equilibrium geometry.

Computed properties:
net charge	+1
HOMO (alpha / beta)	-12.3 / -12.3	eV
2S+1	1
LUMO (alpha / beta)	-0.20316 / -0.20311	hartree

```
55
C19H28BCeF4O2, DFT ωB97M-V/def2-TZVPD
O -0.1632 2.3864 0.2710
C -0.7051 2.8272 -1.0006
C -0.5605 4.3135 -0.8872
H -1.7392 2.5001 -1.1058
H -0.0873 2.4792 -1.8310
C -0.0135 3.8769 0.4945
H -1.5160 4.8266 -0.8763
H 0.1094 4.7633 -1.6197
C -0.9299 4.3312 1.6044
H -1.9456 4.3008 1.2332
H -0.7373 5.3532 1.9226
H -0.8239 3.6500 2.4425
C 1.4353 4.3060 0.7760
H 2.1444 4.1102 -0.0407
H 1.7926 3.7615 1.6621
H 1.5038 5.3785 1.0337
Ce 0.0626 -1.8153 1.3079
C 2.8578 -3.3842 1.6168
C 1.9935 -3.7077 0.5301
C 1.8745 -2.5219 -0.2739
H 1.6209 -4.6986 0.2622
C 2.5397 -1.4493 0.4080
C 3.1278 -2.0017 1.5924
H 3.7503 -1.4826 2.3195
H 3.2555 -4.0738 2.3424
H 1.3220 -2.4381 -1.2005
H 2.7643 -0.4821 -0.0526
C -0.7777 -1.8987 3.5749
C 0.5264 -1.2192 3.5462
C 0.3171 0.0576 2.8673
H 1.4875 -1.7015 3.7759
C -1.0703 0.1555 2.4852
C -1.7584 -0.9623 3.0716
H -2.8449 -1.0773 3.2432
H -0.9887 -2.9604 3.8613
H 1.0850 0.7552 2.5818
H -1.5466 0.9284 1.8515
O -1.6155 -0.2197 -2.2606
C -0.2005 -0.0983 -2.3256
C 0.2737 -0.2338 -3.7879
H 0.3122 -0.8778 -1.7344
H 0.0589 0.8755 -1.9028
C -0.8618 -0.9602 -4.5124
H 1.1846 -0.7933 -3.7610
H 0.4089 0.7257 -4.2934
C -2.0142 -0.9918 -3.4313
H -0.6195 -1.9940 -4.7539
H -1.0125 -0.4862 -5.5073
H -2.2217 -2.0309 -3.0394
H -2.9229 -0.4133 -3.6891
F -1.9137 -2.4681 0.2517
B -1.6597 -4.0345 0.2264
F -0.8462 -4.2172 -0.8771
F -0.9111 -4.2046 1.4249
F -2.8012 -4.7642 0.1832
```

***

(4)
DFT (ωB97M-V/def2-TZVPD) results for a 16-piece molecular cluster, C19H28BCl45NO overall.

Computed properties:
net charge	-1
HOMO	-4.2	eV
2S+1	1
LUMO	0.04699	hartree

```
95
C19H28BCl45NO, DFT ωB97M-V/def2-TZVPD
C 2.9097 1.3498 3.5993
C 1.4185 1.5808 3.7798
N 1.0760 2.9877 3.8055
B -0.4236 3.2810 3.9578
O -1.2181 2.7089 2.7836
C -2.3426 1.9469 3.0401
C -2.0175 0.5094 3.4283
H 3.1635 0.2943 3.6635
H 3.2006 1.6912 2.6004
H 3.4852 1.9334 4.3186
H 0.8915 1.0469 2.9739
H 1.0798 1.1346 4.7200
H 1.3979 3.3904 2.9300
H -0.6064 4.5104 3.9552
H -0.8445 2.8048 5.0251
H -2.9671 2.3928 3.8323
H -2.9611 1.9304 2.1296
H -1.6614 -0.0486 2.5590
H -1.2491 0.4956 4.1982
H -2.8985 -0.0095 3.8137
C -4.5502 -1.1829 0.7563
Cl -3.5655 -0.2773 -0.3976
Cl -3.6015 -2.5011 1.4480
Cl -5.1953 -0.1224 1.9978
H -5.3847 -1.6143 0.2191
C 2.9604 -0.9566 0.5533
Cl 1.8164 -1.4314 1.7971
Cl 4.5934 -0.7772 1.1940
Cl 2.9360 -2.1109 -0.7912
H 2.6471 0.0022 0.1604
C -0.8053 -3.4019 -3.0860
Cl 0.3996 -2.1313 -3.1433
Cl -0.0127 -4.9871 -2.9423
Cl -1.9534 -3.1292 -1.7878
H -1.3619 -3.3919 -4.0125
C 5.0069 -0.8522 6.8967
Cl 3.6449 -0.6171 7.9903
Cl 4.4627 -1.4667 5.3387
Cl 5.9244 0.6414 6.7054
H 5.6635 -1.5906 7.3365
C -1.6131 -7.3058 -0.6839
Cl -2.0296 -5.9365 0.3325
Cl -1.4623 -8.7924 0.2540
Cl -2.7921 -7.4808 -1.9879
H -0.6539 -7.0994 -1.1398
C -0.6017 5.2245 0.6479
Cl 0.7361 5.5957 1.7015
Cl -0.8238 6.5216 -0.5717
Cl -0.4066 3.6820 -0.1668
H -1.4969 5.1836 1.2568
C -2.4395 -0.2736 -6.1115
Cl -2.1321 0.5113 -4.5718
Cl -1.3286 0.2791 -7.3585
Cl -2.3708 -2.0371 -5.9512
H -3.4421 -0.0274 -6.4291
C 4.3797 -2.8215 -5.0899
Cl 4.0539 -1.1349 -4.6997
Cl 2.9386 -3.8044 -4.8692
Cl 5.0165 -2.9797 -6.7311
H 5.1384 -3.1806 -4.4075
C -5.0324 0.2896 -9.9574
Cl -4.5061 1.6273 -10.9719
Cl -4.0096 -1.1255 -10.1825
Cl -5.0712 0.7673 -8.2571
H -6.0415 0.0260 -10.2436
C -0.7985 -5.6565 3.9619
Cl -0.1178 -5.2480 5.5341
Cl -1.4829 -7.2848 3.9690
Cl -1.9978 -4.4696 3.4642
H 0.0038 -5.6391 3.2358
C 8.5378 -0.0062 2.6202
Cl 7.3650 -0.6727 3.7480
Cl 9.0722 -1.2346 1.4606
Cl 7.8784 1.3945 1.7846
H 9.4075 0.3083 3.1811
C -1.2501 9.5107 1.5525
Cl -0.4014 10.7594 0.6311
Cl -0.4459 9.1888 3.0784
Cl -2.9393 9.9663 1.8038
H -1.2349 8.6040 0.9620
C -6.1869 1.9850 -1.1820
Cl -6.5986 3.6353 -0.7381
Cl -7.5461 0.8901 -0.9033
Cl -5.6489 1.8920 -2.8616
H -5.3697 1.6582 -0.5533
C 5.9443 5.2573 0.9376
Cl 6.6324 5.2686 2.5633
Cl 6.3896 3.7694 0.0875
Cl 4.2062 5.4681 0.9740
H 6.3793 6.0828 0.3908
C -3.3905 -6.9653 -6.0904
Cl -2.1799 -5.7249 -5.7717
Cl -2.6316 -8.5448 -6.2843
Cl -4.6114 -7.0054 -4.8205
H -3.8859 -6.7187 -7.0197
```

***

(5)
DFT (ωB97M-V/def2-TZVPD) results for C19H28BiF8N7O2PS2Te as an isolated structure.

Computed properties:
net charge	+1
HOMO	-11.0	eV
2S+1	1
LUMO	-0.15008	hartree

```
69
C19H28BiF8N7O2PS2Te, DFT ωB97M-V/def2-TZVPD
Bi -1.2027 0.2633 -0.1123
F -5.6758 -1.0824 2.6652
C -6.2646 -0.0925 2.0001
F -6.8834 0.6906 2.9038
F -7.2263 -0.6310 1.2299
C -5.3227 0.7355 1.1592
C -5.8484 1.9009 0.6203
C -5.0784 2.7455 -0.1662
C -3.7702 2.3876 -0.3961
N -3.2778 1.2546 0.1097
C -3.9914 0.4056 0.8828
S -3.0863 -0.9950 1.4046
H -6.8804 2.1520 0.8317
H -5.4814 3.6575 -0.5807
H -3.0759 2.9859 -0.9739
C 1.0572 -5.0456 -2.0132
N 1.1444 -3.7103 -2.6081
C 2.5174 -3.2270 -2.4726
N 3.0107 -3.2231 -1.0950
C 2.8672 -4.5738 -0.5466
N 1.5028 -5.0937 -0.6215
C 0.5931 -4.3681 0.2602
P 0.4764 -2.5601 -0.1712
C 0.1911 -2.7892 -1.9960
C 2.3022 -2.2386 -0.2785
H 1.6905 -5.7166 -2.5947
H 0.0277 -5.4014 -2.0759
H 2.5784 -2.2143 -2.8788
H 3.1644 -3.8783 -3.0620
H 3.1975 -4.5757 0.4935
H 3.5153 -5.2424 -1.1154
H 0.9345 -4.4694 1.2932
H -0.4020 -4.8145 0.2058
H 0.2657 -1.8172 -2.4942
H -0.8241 -3.1595 -2.1567
H 2.7243 -2.2308 0.7297
H 2.4425 -1.2405 -0.6894
C -0.0687 4.5091 3.0190
N 0.0126 3.0445 3.0722
C 0.6520 2.3804 4.0566
C 0.7502 1.0338 4.0670
C 0.1961 0.3218 2.9687
N -0.4095 0.9870 1.9777
C -0.5714 2.3549 2.0277
O -1.2129 2.9258 1.1679
N 0.2860 -1.0050 2.9156
H 0.5205 4.9168 3.8348
H -1.1047 4.8259 3.1117
H 0.3227 4.8496 2.0636
H 1.0737 2.9925 4.8420
H 1.2487 0.5153 4.8705
H 0.6601 -1.5097 3.6998
H -0.1665 -1.5279 2.1782
F 2.5614 3.7346 -1.6833
Te 0.9002 2.8689 -1.4145
F 1.1764 0.8314 -0.4082
F 0.6238 3.4306 -3.2030
F 0.1526 4.5164 -0.9868
F 1.5213 3.0371 0.3669
O -0.7357 2.0389 -1.5060
C 2.8670 1.9707 -4.1809
S 2.2199 1.0942 -2.7540
C 3.7096 0.9482 -1.7522
H 3.6264 1.3353 -4.6368
H 3.2805 2.9259 -3.8729
H 2.0395 2.1233 -4.8669
H 4.2689 1.8776 -1.8032
H 4.2932 0.1102 -2.1303
H 3.3941 0.7540 -0.7315
```

***

(6)
DFT (ωB97M-V/def2-TZVPD) results for C19H28BrF4KMgNO10S2 as an isolated structure in a non-equilibrium geometry.

Computed properties:
net charge	-1
HOMO	-5.9	eV
2S+1	1
LUMO	-0.08387	hartree

```
67
C19H28BrF4KMgNO10S2, DFT ωB97M-V/def2-TZVPD
C 2.6143 5.4887 0.6585
C 3.7695 5.0977 0.6835
S 5.2818 4.2584 1.2330
H 1.6038 5.7432 0.9182
H 5.1434 3.8421 2.6169
H 5.3175 3.0517 0.4426
Br 2.3204 6.2475 -1.8449
C 6.0710 2.7590 4.9128
O 4.9954 2.2727 4.2542
H 6.8031 3.3607 4.3183
H 5.8600 3.4343 5.7697
H 6.7243 1.9899 5.3821
Mg 3.2791 2.9249 0.7308
C 3.1807 -1.2086 -1.0803
O 3.5235 0.0002 -0.8843
O 2.3624 -1.6664 -0.0644
O 3.4386 -1.9888 -2.0007
H 2.4093 -0.8258 0.4221
K 1.0890 -1.0766 -2.3937
C 1.5551 -4.8611 1.8769
C 1.5204 -6.1748 1.1068
C 1.2690 -5.9704 -0.3937
C -0.0279 -5.3156 -0.6201
N -1.0439 -4.8137 -0.7897
H 0.5974 -4.3395 1.8226
H 1.7616 -5.0476 2.9278
H 2.3322 -4.1963 1.4856
H 0.7471 -6.8162 1.5268
H 2.4720 -6.6930 1.2404
H 1.2658 -6.9330 -0.9075
H 2.0525 -5.3517 -0.8379
C -5.1849 1.1059 -4.5823
C -3.8685 1.0299 -4.7548
C -3.0133 0.2819 -3.8055
O -1.8089 0.2174 -3.9655
C -3.6756 -0.3807 -2.6571
C -4.9922 -0.3058 -2.4834
C -5.8510 0.4437 -3.4340
O -7.0501 0.5119 -3.2789
H -5.8274 1.6484 -5.2636
H -3.3643 1.5061 -5.5855
H -3.0333 -0.9239 -1.9748
H -5.4945 -0.7823 -1.6514
C -3.2369 4.7928 -0.5252
C -2.3312 4.1307 -1.5500
O -2.7488 4.3263 -2.8878
C -2.7720 5.6723 -3.3377
C -1.4070 6.3399 -3.3244
H -4.2790 4.5220 -0.7015
H -2.9573 4.4862 0.4836
H -3.1675 5.8809 -0.5731
H -2.3431 3.0507 -1.3892
H -1.2917 4.4556 -1.4222
H -3.4997 6.2569 -2.7635
H -3.1429 5.6359 -4.3632
H -1.0485 6.5019 -2.3073
H -1.4532 7.3114 -3.8180
H -0.6693 5.7195 -3.8338
C -1.1472 -8.0690 5.4141
F -2.2341 -7.4703 4.8944
F -1.0596 -7.6669 6.6937
F -1.4089 -9.3882 5.4405
S 0.3841 -7.6828 4.4578
O 0.4996 -6.2420 4.5434
O 0.0988 -8.1907 3.1288
O 1.4236 -8.4043 5.1592
F 2.6671 2.4871 3.5054
```

***

- 2S+1 of number 3 (C19H28BCeF4O2)?
  1

***

- Number 1 is which compound?
  C19H27NO4